# 1
The following is a DFT calculation (ωB97M-V/def2-TZVPD) of a structure of composition C19H23BrCl16FIN2OP.

Properties
Charge: +1
Orbital gap (Ha): 0.288

Structure (XYZ):
```
65
Properties=species:S:1:pos:R:3:forces:R:3:lowdin_charge:R:1
C -4.626 0.949 0.617 0.229 -0.500 -0.608 -0.143
C -3.502 1.177 1.836 -0.842 0.772 -2.010 -0.645
Br -4.251 0.253 3.443 0.777 0.588 -0.743 0.702
C -2.099 0.571 1.262 -2.473 -1.024 -1.060 -0.154
N -0.835 1.090 1.904 0.769 1.927 0.337 -0.170
C -0.626 0.983 3.397 1.115 -1.060 3.326 -0.115
C -0.149 -0.482 3.946 -0.220 -0.546 0.748 -0.274
C -1.298 -1.649 3.944 0.217 0.558 0.346 -0.644
I -0.312 -3.442 4.836 -0.537 0.909 -0.575 0.720
C -0.775 2.621 1.710 0.262 4.368 -2.151 -0.196
F -1.356 3.494 2.753 1.181 -2.819 -1.908 -0.034
C 0.761 3.145 1.306 -1.535 -0.716 0.472 -0.089
C 1.084 1.903 0.233 -1.438 1.852 2.948 -0.345
P 3.010 1.944 0.224 2.467 4.614 -1.636 0.759
O 3.573 3.402 -0.084 -2.326 -4.276 0.925 -0.496
C 0.424 0.650 1.124 3.550 -1.768 -3.812 -0.197
C 0.294 -0.630 0.093 -0.962 -4.292 -1.147 -0.087
C 0.362 -2.176 0.731 -1.317 1.275 -6.018 -0.040
C 0.179 -3.317 -0.465 -0.491 2.037 0.402 -0.209
C 0.006 -3.024 -2.054 0.859 4.038 3.018 -0.160
N -0.046 -1.621 -2.552 0.425 -1.980 5.513 0.014
C 0.071 -0.554 -1.519 -1.900 -1.893 2.944 -0.280
H -5.500 0.247 0.991 1.781 1.778 -0.784 0.076
H -4.132 0.389 -0.307 -0.950 1.126 1.986 0.091
H -5.014 1.984 0.195 0.705 -2.210 1.136 0.103
H -3.518 2.324 2.053 0.461 -2.290 -0.136 0.105
H -2.211 -0.617 1.304 0.719 2.741 -0.018 0.157
H -2.044 0.887 0.111 0.042 -0.741 2.617 0.156
H 0.262 1.736 3.661 -2.063 -1.623 -0.680 0.167
H -1.570 1.296 4.045 1.853 -0.515 -1.952 0.146
H 0.803 -0.929 3.433 -1.733 1.156 0.825 0.081
H 0.152 -0.321 5.091 -0.666 -0.222 -2.576 0.136
H -2.155 -1.381 4.695 1.595 -0.593 -1.827 0.032
H -1.653 -2.003 2.888 0.536 0.857 2.174 0.038
H -1.382 2.911 0.739 0.868 -0.956 2.122 0.187
H 0.602 4.187 0.791 0.552 -2.133 1.055 0.152
H 1.478 3.249 2.241 -1.461 -0.334 -1.994 0.141
H 0.496 2.278 -0.707 1.568 -1.290 1.496 0.128
H 3.587 1.567 1.519 -1.221 -0.286 -0.763 0.046
H 3.570 1.035 -0.743 -0.670 0.077 0.902 -0.005
H 1.373 0.339 1.758 -2.672 0.717 -0.368 0.153
H 0.481 -2.412 1.870 -0.189 0.244 -2.473 0.057
H 0.175 -4.456 -0.123 -0.035 2.773 -0.793 0.080
H -0.083 -3.917 -2.831 0.720 2.670 1.738 0.054
H -0.013 0.559 -1.947 -1.565 -3.299 1.622 0.019
C 2.475 1.014 -4.077 0.963 0.446 -0.676 -1.905
Cl 3.301 2.587 -3.958 -0.203 -0.600 -0.021 0.519
Cl 1.705 0.627 -2.518 3.347 1.307 -2.821 0.658
Cl 1.231 1.091 -5.351 0.283 -0.095 0.506 0.542
Cl 3.662 -0.251 -4.483 -0.364 0.243 0.173 0.542
C -3.135 -5.994 -2.597 -0.330 -0.438 -0.103 -1.971
Cl -1.699 -5.056 -2.116 -1.416 -0.990 -0.061 0.606
Cl -4.438 -4.879 -3.081 0.407 -0.248 0.151 0.526
Cl -2.721 -7.054 -3.968 -0.084 0.336 0.401 0.535
Cl -3.683 -6.988 -1.223 0.161 0.281 -0.336 0.526
C 1.527 6.147 -4.782 0.042 0.129 -0.077 -2.008
Cl 0.735 4.815 -5.661 0.169 0.285 0.208 0.493
Cl 0.335 7.428 -4.446 0.286 -0.329 -0.077 0.516
Cl 2.189 5.534 -3.245 -0.186 0.334 -0.228 0.477
Cl 2.849 6.811 -5.775 -0.372 -0.215 0.295 0.527
C 4.415 -4.014 -0.027 0.409 -0.281 0.081 -1.978
Cl 4.626 -5.655 -0.687 -0.072 0.455 0.168 0.532
Cl 2.677 -3.647 0.111 1.385 -0.097 -0.091 0.615
Cl 5.171 -3.920 1.584 -0.174 0.001 -0.360 0.520
Cl 5.187 -2.832 -1.114 -0.238 -0.234 0.247 0.512
```
Forces are in eV/Å.


# 2
The following is a DFT calculation (ωB97M-V/def2-TZVPD) of a cluster of 4 separate species, C19H23BrF3N8O2S in total.

Properties
Charge: +1
Orbital gap (Ha): 0.332

Structure (XYZ):
```
57
Properties=species:S:1:pos:R:3:forces:R:3:lowdin_charge:R:1
C -2.607 -1.624 -2.345 -0.370 0.004 0.862 -0.024
C -1.836 -0.629 -1.350 0.889 -0.772 -1.434 -0.266
F -0.480 -0.541 -1.863 -1.435 0.137 0.638 -0.076
C -1.700 -1.227 0.119 -0.879 -0.577 -0.230 -0.309
N -0.261 -1.357 0.536 -1.867 2.471 2.099 0.165
C 0.077 -0.180 1.228 0.090 -0.366 -0.205 -0.238
N 1.088 -0.164 2.078 0.614 0.040 -0.049 0.166
C 1.932 -1.295 2.412 2.706 -4.158 1.385 -0.182
C 1.536 -2.364 3.383 1.771 1.255 -1.916 0.025
C 2.540 -3.404 3.630 -1.256 0.317 0.624 -0.124
N 3.795 -3.557 3.130 -1.147 1.875 -1.035 0.061
C 4.181 -2.614 2.220 -2.094 1.206 0.513 -0.093
C 3.291 -1.503 1.868 -0.803 0.502 -0.018 0.014
N -0.641 1.036 1.022 0.731 -1.916 0.843 0.163
C -2.052 1.008 1.456 -1.346 -0.417 -1.880 -0.315
N -2.340 1.566 2.797 0.792 1.231 -0.505 0.096
C -1.250 1.464 3.735 0.646 0.059 1.818 -0.420
O -1.185 0.675 4.606 -0.228 0.094 -0.729 0.200
F -0.177 2.374 3.677 -1.620 -0.736 -1.172 0.067
C -2.956 2.868 2.766 -1.354 1.325 0.011 -0.398
O -2.476 3.904 3.079 0.076 -1.053 0.071 0.208
F -4.281 2.880 2.366 2.199 -1.232 0.215 0.121
C -2.578 -0.471 1.211 -0.966 -0.315 -1.351 -0.956
S -4.277 -0.282 0.439 0.188 0.029 0.131 0.794
Br -2.841 -1.529 2.853 0.756 0.221 -0.511 0.796
H -3.370 -1.094 -2.974 0.892 -0.415 0.569 0.098
H -3.157 -2.405 -1.737 0.510 0.862 -0.715 0.070
H -1.900 -2.195 -3.005 -0.478 0.817 0.686 0.088
H -2.239 0.412 -1.403 0.337 -0.999 0.241 0.130
H -2.118 -2.277 0.093 0.626 1.167 0.021 0.142
H -0.249 -2.184 1.147 0.878 0.316 -0.200 0.142
H 1.311 0.728 2.541 -0.176 -0.598 -0.223 0.174
H 0.527 -2.352 3.883 1.313 -0.147 -0.472 0.109
H 2.231 -4.184 4.384 0.442 0.871 -0.941 0.123
H 5.204 -2.648 1.756 -1.244 -0.151 0.642 0.127
H 3.672 -0.748 1.126 -0.409 -0.875 0.847 0.116
H -0.123 1.870 1.306 -0.145 -0.252 -0.174 0.158
H -2.634 1.643 0.717 0.664 -0.595 0.923 0.152
H -4.532 -1.555 -0.008 0.503 0.545 0.512 -0.074
C 0.168 -1.300 -5.298 0.302 0.121 0.120 -0.077
C -1.032 -1.629 -6.065 0.078 -0.008 0.100 -0.280
N -1.979 -1.887 -6.661 0.111 0.028 0.140 0.128
H 0.812 -2.172 -5.165 -0.184 -0.077 -0.118 0.084
H 0.761 -0.529 -5.794 -0.295 -0.090 -0.016 0.029
H -0.079 -0.928 -4.302 -0.158 -0.021 -0.114 0.054
C 0.124 5.511 3.894 -0.155 -0.112 0.143 -0.081
C 1.030 6.454 3.240 -0.020 -0.016 0.083 -0.274
N 1.741 7.194 2.726 -0.097 -0.154 0.037 0.132
H -0.253 5.908 4.838 0.122 0.132 -0.093 0.092
H -0.738 5.287 3.270 0.162 0.191 -0.054 0.046
H 0.622 4.567 4.115 0.155 0.183 -0.045 0.060
C 3.887 -1.131 -7.061 0.215 -0.298 -0.084 -0.063
C 3.061 0.022 -6.708 0.155 0.038 -0.089 -0.273
N 2.411 0.928 -6.433 0.157 -0.184 -0.014 0.138
H 4.529 -0.914 -7.917 -0.128 0.159 0.049 0.087
H 4.534 -1.427 -6.234 -0.107 0.172 0.040 0.083
H 3.275 -1.995 -7.323 -0.117 0.168 0.026 0.083
```
Forces are in eV/Å.


# 3
The following is a DFT calculation (ωB97M-V/def2-TZVPD) of a cluster of 2 separate species, C19H23BrN4O4 in total.

Properties
Charge: 0
Orbital gap (Ha): 0.139

Structure (XYZ):
```
51
Properties=species:S:1:pos:R:3:forces:R:3:lowdin_charge:R:1
C -0.681 -3.110 4.372 0.438 -0.639 -0.879 -0.006
C -0.082 -3.847 3.391 -0.214 1.422 0.918 -0.179
C 1.076 -3.177 2.565 -0.262 -0.714 -0.570 -0.147
C 0.594 -2.001 1.650 -1.101 1.842 -1.438 -0.112
C 1.522 -1.019 1.024 -2.964 -0.394 -0.122 0.077
C 0.969 0.040 0.162 1.576 -1.899 1.011 -0.103
C 2.020 1.010 -0.479 -0.203 0.480 0.192 -0.115
C 2.240 2.301 0.434 0.471 -0.628 0.341 -0.186
C 3.605 3.033 0.080 -0.507 -0.117 0.237 -0.185
C 4.858 2.384 0.817 -0.353 0.142 -0.193 -0.281
N 5.970 1.999 -0.085 -0.642 0.152 0.657 -0.029
N -0.401 0.147 -0.079 0.404 -0.299 0.855 0.023
C -0.829 1.258 -0.948 -0.826 0.586 -1.175 -0.084
C -0.614 0.951 -2.498 0.341 0.780 0.165 -0.734
O -0.132 1.828 -3.143 -0.428 -0.984 0.181 0.063
Br -1.172 -0.770 -3.271 0.309 1.173 0.719 0.804
C -1.327 -0.739 0.459 0.895 -2.242 1.577 -0.092
C -2.834 -0.702 0.197 -3.418 0.038 -0.960 -0.147
C -3.586 -1.841 -0.407 0.033 2.609 1.355 0.009
C -5.027 -1.647 -0.557 0.862 -1.147 -0.334 -0.124
N -5.806 -0.574 -0.267 2.232 0.262 0.600 0.055
C -5.153 0.489 0.289 1.720 -1.377 -0.213 -0.103
C -3.717 0.434 0.539 0.547 -0.216 -0.178 -0.025
C -0.841 -1.823 1.329 1.260 1.224 -0.915 0.079
H -1.731 -3.309 4.710 1.427 -0.166 0.227 0.077
H -0.111 -2.246 4.798 -1.000 -0.429 -0.675 0.080
H -0.435 -4.884 3.161 0.159 1.279 -0.324 0.110
H 1.927 -2.805 3.195 -0.768 -0.451 -0.507 0.127
H 1.450 -3.977 1.854 -0.001 1.001 0.748 0.131
H 2.624 -1.123 1.203 -1.274 0.381 -0.357 0.133
H 3.029 0.503 -0.531 -1.273 0.163 0.187 0.123
H 1.768 1.284 -1.541 0.095 -0.208 1.120 0.119
H 2.347 1.903 1.488 -0.239 0.552 -0.951 0.111
H 1.356 2.994 0.439 0.856 -0.623 -0.211 0.106
H 3.786 2.972 -1.034 -0.268 0.352 1.161 0.117
H 3.494 4.099 0.420 0.186 -0.898 -0.659 0.108
H 4.496 1.461 1.345 0.494 0.732 -0.345 0.098
H 5.242 3.101 1.601 -0.348 -0.850 -0.827 0.117
H 5.633 1.289 -0.739 0.334 0.517 0.029 0.060
H 6.334 2.815 -0.581 -0.251 -0.510 0.037 0.071
H -1.920 1.514 -0.850 1.076 -0.710 0.146 0.132
H -0.281 2.216 -0.720 -0.334 -1.319 -0.242 0.134
H -3.068 -2.793 -0.694 -0.752 1.125 0.185 0.119
H -5.577 -2.531 -0.984 0.548 1.102 0.426 0.119
H -5.759 1.395 0.551 0.779 -1.032 -0.280 0.121
H -3.243 1.332 1.022 -0.573 -0.961 -0.501 0.111
H -1.593 -2.536 1.754 0.850 0.981 -0.526 0.124
N -2.605 0.676 -6.364 0.074 0.179 -0.138 -0.663
O -2.048 -0.435 -6.488 0.074 -0.220 0.128 -0.135
O -3.393 0.875 -5.410 -0.022 -0.033 0.287 -0.133
O -2.375 1.583 -7.181 -0.019 -0.006 0.030 -0.076
```
Forces are in eV/Å.


For each record above, in turn, the calculated max |F| values are 6.3; 5.2; 3.6 eV/Å.